Record 1
ORCA calculation (ωB97M-V with the def2-TZVPD basis set) on C31H38CaNPSi as an isolated structure at a distorted geometry.

calculated total energy	-2567.06011	hartree
molecular weight	523.8	g/mol
gap between HOMO and LUMO	5.348	eV

```
! RIJCOSX wB97M-V def2-TZVPD def2/J DEFGRID3
* xyz 0 1
C -2.15 0.89 -4.86
C -1.92 -0.31 -4.19
C -1.19 -0.36 -2.97
C -0.79 0.85 -2.38
C -0.88 2.02 -3.12
C -1.59 2.06 -4.33
C -1.03 -1.73 -2.36
C 0.28 -2.55 -2.50
N 1.54 -1.81 -2.48
Ca -0.85 1.71 0.15
C -0.32 3.37 -2.64
P 1.35 3.29 -1.94
H -2.35 -1.24 -4.58
H -1.75 3.01 -4.83
H -2.76 0.91 -5.77
H -0.98 3.81 -1.87
H -0.28 4.09 -3.47
H -1.28 -1.70 -1.29
H -1.78 -2.38 -2.85
H 0.35 -3.26 -1.65
C 1.98 4.80 -1.20
C 2.48 2.78 -3.24
H 0.26 -3.15 -3.42
C 2.00 -1.09 -3.63
C 2.53 -2.20 -1.50
H 1.25 2.27 -0.01
H 2.54 -1.72 -4.35
H 1.15 -0.62 -4.14
H 2.73 -0.33 -3.27
H 3.19 -3.02 -1.86
H 3.19 -1.32 -1.30
H 2.02 -2.55 -0.58
H 2.76 3.60 -3.92
H 3.40 2.40 -2.75
H 2.03 1.96 -3.82
H 2.18 5.63 -1.90
H 1.29 5.15 -0.42
H 2.93 4.54 -0.71
H 1.41 1.80 -0.58
C -1.65 3.34 3.61
C -0.31 3.12 3.26
C 0.09 1.87 2.80
C -0.85 0.81 2.63
C -2.19 1.06 2.98
C -2.58 2.31 3.46
Si -0.23 -0.79 1.89
C 0.99 -1.43 3.17
C 2.34 -1.52 2.79
C 3.34 -1.85 3.72
C 3.02 -2.12 5.05
C 1.67 -2.06 5.45
C 0.67 -1.72 4.52
C -1.64 -2.01 1.77
C -1.58 -3.30 2.35
C -2.67 -4.18 2.26
C -3.84 -3.81 1.58
C -3.90 -2.55 0.99
C -2.83 -1.66 1.09
H -1.95 4.29 4.05
H 0.43 3.91 3.41
H 1.16 1.68 2.61
H -2.92 0.25 2.92
H -3.62 2.48 3.77
H 2.61 -1.30 1.75
H 4.38 -1.88 3.40
H 3.80 -2.37 5.77
H 1.41 -2.28 6.48
H -0.37 -1.68 4.87
H -0.68 -3.62 2.86
H -2.61 -5.17 2.71
H -4.69 -4.50 1.52
H -4.80 -2.25 0.46
H -2.93 -0.68 0.60
*
```

***

Record 2
ORCA calculation (ωB97M-V with the def2-TZVPD basis set) on C31H38ClN13O2SiV as an isolated structure.

calculated total energy	-3760.11495	hartree
molecular weight	739.2	g/mol
gap between HOMO and LUMO (spin up / spin down)	4.855 / 6.852	eV
relative energy (zero: lowest compared OMol25 entry of this formula, charge and spin)	62.1	kcal per mole

```
! RIJCOSX wB97M-V def2-TZVPD def2/J DEFGRID3
* xyz -2 4
V -0.48 -1.53 -0.53
C 1.13 5.11 1.92
C 0.58 3.79 1.44
C -0.03 2.91 2.32
C -0.52 1.64 1.92
C -1.04 0.66 2.75
N -1.08 0.58 4.12
C -0.21 1.25 5.07
C 1.30 1.21 4.80
C 1.86 -0.17 4.42
N 2.07 -0.37 3.01
C 3.01 0.36 2.33
C 3.20 0.33 0.94
C 4.32 0.97 0.35
C 4.65 0.83 -0.99
C 5.87 1.51 -1.56
C 3.86 -0.01 -1.78
C 2.72 -0.62 -1.25
C 1.89 -1.56 -2.07
N 0.49 -1.24 -2.12
C -0.06 -1.27 -3.46
C 0.38 -0.04 -4.27
C -0.40 1.23 -3.93
N -0.63 1.33 -2.51
C 0.16 2.04 -1.83
C 0.11 2.22 -0.38
C 0.66 3.42 0.11
C -0.47 1.30 0.51
O -1.02 0.17 0.13
C 2.31 -0.39 0.07
O 1.19 -0.86 0.54
H 0.99 5.22 3.00
H 0.64 5.95 1.43
H 2.20 5.18 1.71
H -0.14 3.22 3.36
H -1.51 -0.19 2.28
H -1.40 -0.32 4.43
H -0.40 0.77 6.03
H -0.51 2.30 5.20
H 1.79 1.58 5.71
H 1.56 1.90 4.00
H 1.19 -0.96 4.77
H 2.82 -0.32 4.93
H 1.31 -0.72 2.43
H 3.72 0.91 2.95
H 4.96 1.58 0.99
H 6.25 2.26 -0.87
H 5.63 2.00 -2.51
H 6.67 0.79 -1.76
H 4.13 -0.19 -2.81
H 2.33 -1.71 -3.06
H -1.15 -1.30 -3.38
H 0.24 -2.19 -3.98
H 0.26 -0.25 -5.34
H 1.45 0.14 -4.10
H -1.38 1.19 -4.42
H 0.14 2.11 -4.33
H 0.96 2.63 -2.33
H 1.15 4.09 -0.60
N 0.54 -4.68 1.12
C -0.42 -3.88 1.73
N -0.91 -4.19 2.91
N -1.79 -3.19 3.16
N -1.81 -2.35 2.19
N -0.94 -2.75 1.24
C 1.32 -4.19 0.11
N 2.46 -4.70 -0.39
N 2.83 -3.86 -1.34
N 1.94 -2.91 -1.38
N 0.99 -3.08 -0.50
H 0.92 -5.42 1.69
Cl -1.36 -3.70 -1.76
C -6.52 -1.52 -0.85
Si -5.29 -0.81 -2.07
C -5.68 1.02 -2.29
C -5.57 -1.65 -3.73
C -3.60 -1.06 -1.51
C -2.44 -1.24 -1.17
H -7.56 -1.38 -1.18
H -6.41 -1.05 0.13
H -6.35 -2.59 -0.71
H -6.70 1.18 -2.65
H -4.98 1.47 -2.99
H -5.57 1.54 -1.34
H -6.60 -1.54 -4.08
H -5.34 -2.72 -3.65
H -4.90 -1.23 -4.49
*
```